Formula: C4H9NO
Source: the Open Molecules 2025 dataset
Level of theory: ωB97M-V with the def2-TZVPD basis set

The calculation puts the LUMO energy (spin up / spin down) at -3.69 / -9.30 eV. Its HOMO energy (spin up / spin down) is -0.588 / -0.585 hartree. The calculation puts the relative energy (zero: lowest compared OMol25 entry of this formula, charge and spin) at 32.2 kcal per mole. As for the spin multiplicity: 2. Its charge is +1. The calculation puts the frontier orbital gap (spin up / spin down) at 12.3038 / 6.6137 eV.

Element x y z (Å)
1 C 0.1313 1.4031 0.1311
2 C -0.1343 2.1807 -1.1788
3 C -0.1803 -0.0614 -0.0226
4 N 0.1351 -0.8065 1.1193
5 C 0.3956 -2.2153 0.9636
6 O -0.4942 -0.5842 -1.0643
7 H -0.2072 2.0525 0.9566
8 H 1.2219 1.3867 0.2992
9 H 0.6978 1.8396 -1.8434
10 H -1.0010 1.9334 -1.7836
11 H 0.1274 3.2248 -0.9952
12 H 0.2653 -0.2133 1.9387
13 H 0.1515 -2.7402 1.8840
14 H 1.4180 -2.5054 0.6467
15 H -0.3772 -2.5488 0.2551

Cartesian forces, eV/Å:
C 0.14 1.13 -0.74
C 2.66 -0.94 -0.65
C -0.49 1.80 -0.73
N 0.38 -0.97 -0.52
C -1.22 -0.44 0.77
O 0.09 -0.39 0.76
H -0.57 -1.22 0.27
H -0.02 0.15 -0.14
H -0.56 0.34 0.14
H -0.52 0.37 0.69
H -0.79 -0.01 -0.19
H 0.24 -0.59 0.44
H 0.41 0.20 0.40
H -0.38 0.53 -0.07
H 0.63 0.04 -0.44

=====

Formula: CH2FN5
Source: the Open Molecules 2025 dataset
Level of theory: ωB97M-V with the def2-TZVPD basis set

The calculation puts the LUMO energy (spin up / spin down) at -0.69 / -3.35 eV. Its HOMO energy (spin up / spin down) is -0.382 / -0.389 hartree. The calculation puts the relative energy (zero: lowest compared OMol25 entry of this formula, charge and spin) at 85.8 kcal per mole. As for the spin multiplicity: 1. The calculation puts the frontier orbital gap (spin up / spin down) at 9.7085 / 7.2445 eV.

Element x y z (Å)
1 C 1.7049 1.1964 0.2581
2 N 1.6682 2.3353 0.2828
3 N 1.7901 -0.1107 0.2255
4 N 1.0815 -1.0899 0.2173
5 N -1.9542 0.2968 -0.0875
6 N -0.1095 -1.3145 0.0355
7 F -0.3633 -2.6832 -0.0408
8 H -2.5031 0.2030 -0.8458
9 H -1.3146 1.1669 -0.0450

Cartesian forces, eV/Å:
C -0.55 -1.84 0.17
N 0.03 2.03 0.02
N 0.96 0.24 -0.04
N -0.15 -1.05 -0.04
N 3.11 1.77 4.92
N -0.30 -0.03 -0.63
F 0.35 0.37 0.40
H -1.95 0.16 -3.92
H -1.50 -1.65 -0.87

=====

Formula: C44H60N7O4PSc
Source: the Open Molecules 2025 dataset
Level of theory: ωB97M-V with the def2-TZVPD basis set

The calculation puts the LUMO energy at -3.08 eV. Its HOMO energy is -0.333 hartree. The calculation puts the relative energy (zero: lowest compared OMol25 entry of this formula, charge and spin) at 29.8 kcal per mole. As for the spin multiplicity: 1. Its charge is +1. The calculation puts the frontier orbital gap at 5.9803 eV.

Element x y z (Å)
1 Sc 0.8683 -0.4311 -0.8496
2 C -2.8028 2.7899 5.5383
3 O -3.6097 3.5489 4.6707
4 C -4.2296 2.9288 3.6387
5 C -4.1240 1.5710 3.3433
6 C -4.7571 1.0575 2.2301
7 C -5.5247 1.8735 1.3968
8 C -5.6828 3.2232 1.7372
9 C -5.0264 3.7453 2.8253
10 N -6.2055 1.3863 0.2884
11 N -5.7605 0.5267 -0.4718
12 C -4.4640 0.0508 -0.4897
13 C -4.2660 -1.3192 -0.5956
14 C -2.9991 -1.8782 -0.5923
15 C -1.8484 -1.0907 -0.5403
16 O -0.6482 -1.6018 -0.4969
17 C -2.0232 0.3389 -0.5546
18 N -0.8962 1.0994 -0.6447
19 C -1.0325 2.4130 -0.6998
20 C -2.2702 3.0606 -0.7215
21 C -3.4189 2.3139 -0.6629
22 C -3.3282 0.9146 -0.5369
23 H -2.3718 3.5080 6.2347
24 H -2.0042 2.2769 4.9939
25 H -3.3901 2.0504 6.0917
26 H -3.5522 0.9033 3.9693
27 H -4.6962 -0.0018 2.0257
28 H -6.2985 3.8486 1.1087
29 H -5.1204 4.7896 3.0802
30 H -5.1325 -1.9620 -0.6097
31 H -2.8781 -2.9510 -0.6146
32 H -0.1237 2.9990 -0.7468
33 H -2.3133 4.1341 -0.8114
34 H -4.3783 2.8055 -0.7408
35 C 0.3383 0.2356 7.7315
36 C 0.4891 -0.1611 6.3022
37 C 0.4456 0.7780 5.2789
38 C 0.5739 0.4173 3.9480
39 C 0.5071 1.4705 2.8920
40 C 0.7829 -0.9446 3.6128
41 C 1.0037 -1.3573 2.2540
42 O 1.0658 -0.6332 1.2491
43 C 0.8150 -1.9133 4.6540
44 C 1.0182 -3.3747 4.3889
45 C 0.6655 -1.5008 5.9622
46 H 0.3739 1.3145 7.8497
47 H 1.1229 -0.2133 8.3378
48 H -0.6148 -0.1230 8.1211
49 H 0.3213 1.8207 5.5337
50 H 0.2840 2.4371 3.3373
51 H -0.2579 1.2322 2.1483
52 H 1.4611 1.5304 2.3646
53 H 1.1521 -2.4386 2.1167
54 H 0.2481 -3.7684 3.7279
55 H 0.9758 -3.9283 5.3234
56 H 1.9907 -3.5588 3.9351
57 H 0.6971 -2.2346 6.7551
58 C 6.8082 2.5041 0.3742
59 C 5.3478 2.2319 0.1661
60 C 4.4185 3.2148 0.4702
61 C 3.0669 2.9784 0.2489
62 C 2.0629 4.0596 0.5303
63 C 2.6771 1.7545 -0.2544
64 C 3.5797 0.6952 -0.5387
65 C 4.9412 1.0028 -0.3290
66 N 2.9871 -0.4516 -0.9815
67 C 3.6600 -1.7089 -1.3436
68 C 2.9718 -2.8222 -0.5177
69 C 5.1732 -1.8804 -1.1354
70 C 3.3742 -1.9320 -2.8413
71 H 6.9572 3.4873 0.8140
72 H 7.3424 2.4676 -0.5742
73 H 7.2531 1.7603 1.0332
74 H 4.7400 4.1676 0.8622
75 H 2.5239 4.8556 1.1095
76 H 1.2096 3.6737 1.0869
77 H 1.7058 4.4910 -0.4059
78 H 1.6078 1.5583 -0.4704
79 H 5.7233 0.3058 -0.5534
80 H 3.2975 -2.7481 0.5195
81 H 3.2490 -3.8053 -0.8938
82 H 1.8740 -2.7092 -0.5653
83 H 5.4566 -1.7008 -0.1013
84 H 5.7449 -1.2386 -1.8028
85 H 5.4239 -2.9129 -1.3773
86 H 2.2951 -1.9482 -2.9974
87 H 3.8086 -2.8647 -3.1937
88 H 3.8048 -1.1133 -3.4153
89 C -0.0238 -3.7685 -2.6738
90 N -0.2413 -3.0292 -3.9014
91 C -0.5482 -3.8848 -5.0303
92 P -0.4802 -1.3860 -3.9605
93 O 0.2794 -0.6571 -2.8869
94 N 0.0440 -1.0487 -5.5268
95 C 1.4475 -1.3155 -5.7816
96 C -0.4587 0.0921 -6.2676
97 N -2.1101 -1.0326 -3.8398
98 C -2.5721 0.3402 -3.7787
99 C -3.1327 -1.9443 -4.3092
100 H -0.8336 -4.4859 -2.5079
101 H 0.0063 -3.0807 -1.8286
102 H 0.9161 -4.3259 -2.7359
103 H -1.3826 -4.5569 -4.8075
104 H 0.3162 -4.5057 -5.2724
105 H -0.7935 -3.2729 -5.8906
106 H 1.7511 -2.1854 -5.2085
107 H 2.0875 -0.4711 -5.5149
108 H 1.5807 -1.5325 -6.8414
109 H -1.5454 0.0880 -6.2698
110 H -0.1192 -0.0067 -7.2994
111 H -0.1010 1.0529 -5.8821
112 H -1.7546 0.9858 -3.4597
113 H -3.3982 0.4143 -3.0661
114 H -2.9454 0.6845 -4.7481
115 H -2.8033 -2.9682 -4.1741
116 H -3.3887 -1.7869 -5.3622
117 H -4.0324 -1.7925 -3.7090

Cartesian forces, eV/Å:
Sc 0.88 0.71 -0.50
C 0.12 -0.14 0.14
O -0.27 0.18 -0.24
C -0.08 0.10 -0.23
C 0.18 0.13 0.29
C -0.39 0.08 -0.23
C 1.04 0.22 1.19
C 0.05 -0.44 -0.22
C 0.20 -0.01 0.25
N -1.08 0.26 -0.36
N -1.23 -0.14 -0.88
C 1.60 -0.71 0.18
C -0.47 0.87 0.17
C 1.04 0.18 0.10
C -1.43 0.10 0.07
O -0.06 -0.70 0.30
C -0.68 -0.36 -0.06
N 0.16 0.13 0.09
C 0.36 -0.15 -0.01
C -0.30 -0.16 -0.05
C 0.33 0.17 0.00
C 0.21 -0.43 -0.02
H 0.00 -0.13 -0.01
H -0.01 0.02 0.01
H 0.01 0.03 -0.02
H 0.04 -0.01 0.11
H 0.08 -0.03 0.00
H -0.12 0.07 -0.02
H 0.00 0.09 0.04
H -0.16 -0.04 -0.05
H 0.03 -0.11 -0.02
H 0.06 -0.05 -0.04
H 0.05 0.09 0.00
H -0.02 -0.07 0.04
C -0.02 0.02 0.08
C 0.04 -0.09 -0.34
C 0.00 -0.09 0.03
C 0.05 -0.17 -0.13
C 0.00 0.14 -0.05
C -0.10 0.43 0.47
C 0.11 -0.20 -0.35
O -0.01 -0.21 0.89
C 0.02 0.14 -0.19
C 0.02 -0.07 -0.03
C -0.01 0.07 -0.02
H 0.01 0.08 0.05
H 0.04 0.01 0.06
H -0.05 0.00 0.04
H -0.02 0.13 -0.03
H -0.01 0.08 0.02
H 0.05 0.09 0.04
H -0.03 0.09 -0.08
H -0.03 0.11 -0.14
H -0.01 -0.10 -0.05
H 0.00 -0.04 -0.02
H 0.05 -0.10 -0.05
H 0.01 -0.11 0.04
C 0.03 -0.02 -0.02
C -0.13 0.18 0.08
C -0.15 -0.13 -0.05
C -0.16 0.11 0.06
C 0.08 -0.04 -0.07
C -0.06 -0.56 -0.19
C 0.12 0.71 0.10
C -0.18 -0.16 -0.07
N -0.18 -0.57 -0.05
C -0.12 -0.34 -0.31
C 0.16 0.47 -0.30
C -0.35 0.14 0.04
C 0.04 -0.06 0.43
H 0.07 0.03 0.01
H 0.08 0.01 -0.05
H 0.06 -0.04 0.04
H 0.03 0.12 0.05
H -0.06 0.08 0.04
H -0.09 0.04 0.04
H -0.09 0.09 -0.01
H 0.34 0.77 0.25
H 0.02 -0.15 -0.01
H -0.15 0.02 0.11
H -0.17 -0.13 -0.03
H 0.18 -0.32 0.08
H 0.10 0.02 0.04
H 0.05 0.00 0.04
H 0.01 -0.06 -0.02
H 0.09 -0.04 -0.17
H 0.01 -0.19 -0.07
H -0.05 0.08 -0.06
C 0.15 0.18 0.28
N -0.35 0.78 0.11
C 0.09 -0.09 -0.28
P -0.73 -0.73 -1.29
O 0.31 0.23 0.36
N -0.35 -0.04 1.19
C 0.21 -0.13 -0.10
C -0.23 0.08 -0.08
N 1.01 -0.10 -0.20
C -0.01 0.24 0.13
C -0.03 -0.23 0.01
H -0.02 0.06 0.03
H -0.03 -0.31 -0.10
H -0.02 0.01 0.02
H -0.01 0.06 0.03
H 0.07 -0.02 -0.04
H -0.04 -0.11 -0.15
H 0.18 -0.06 -0.02
H 0.04 0.04 0.05
H 0.03 -0.01 -0.05
H -0.03 0.06 -0.04
H -0.06 0.04 0.00
H 0.03 0.00 0.01
H -0.08 0.13 0.04
H 0.12 0.00 -0.04
H 0.05 0.03 -0.01
H -0.07 -0.12 -0.01
H 0.01 0.02 -0.02
H 0.01 -0.02 -0.01

=====

Formula: C3H6F2NP
Source: the Open Molecules 2025 dataset
Level of theory: ωB97M-V with the def2-TZVPD basis set

The calculation puts the LUMO energy (spin up / spin down) at -0.70 / -0.70 eV. Its HOMO energy (spin up / spin down) is -0.329 / -0.329 hartree. The calculation puts the relative energy (zero: lowest compared OMol25 entry of this formula, charge and spin) at 52.9 kcal per mole. As for the spin multiplicity: 1. The SMILES is CC(F)(F)C#[PH]N. The calculation puts the frontier orbital gap (spin up / spin down) at 8.2443 / 8.2446 eV.

Element x y z (Å)
1 C 0.9428 -0.7476 -1.2092
2 C 0.8268 -0.3264 0.1736
3 F -0.0190 -1.2159 0.8043
4 F 1.9932 -0.6735 0.8523
5 C 0.4332 1.0907 0.3005
6 P -1.0477 1.6015 0.8089
7 N -2.2188 0.5204 1.2918
8 H 0.2654 -0.0530 -1.8503
9 H 0.7054 -1.7758 -1.3753
10 H 2.0515 -0.6818 -1.6107
11 H -1.5421 2.4067 -0.2730
12 H -1.9977 -0.3944 1.5868
13 H -3.0926 0.8891 1.1084

Cartesian forces, eV/Å:
C 1.45 1.72 -4.21
C 1.09 -0.25 2.70
F -1.56 -0.62 0.50
F 0.48 0.85 -0.18
C -0.30 0.33 -0.90
P 1.47 -0.53 -0.48
N 1.39 1.47 -0.50
H 1.23 -1.38 0.78
H -0.58 -0.61 0.25
H -2.24 0.43 0.94
H 0.12 -0.32 0.91
H -0.14 -0.90 0.13
H -2.43 -0.21 0.05

=====

Formula: ClH18O9
Source: the Open Molecules 2025 dataset
Level of theory: ωB97M-V with the def2-TZVPD basis set

The calculation puts the LUMO energy at 2.52 eV. Its HOMO energy is -0.169 hartree. The calculation puts the relative energy (zero: lowest compared OMol25 entry of this formula, charge and spin) at 58.2 kcal per mole. As for the spin multiplicity: 1. Its charge is -1. The calculation puts the frontier orbital gap at 7.1084 eV.

Element x y z (Å)
1 Cl -0.2559 -0.0211 0.5284
2 O -4.6061 2.3132 3.1840
3 H -5.0660 1.5813 3.5952
4 H -3.9151 1.9014 2.6653
5 O -0.6717 5.2009 -1.6098
6 H -0.2901 5.6223 -0.8398
7 H -0.6454 4.2653 -1.4091
8 O 4.6235 3.3247 -1.1417
9 H 5.0019 2.6332 -0.5987
10 H 3.7398 3.4460 -0.7944
11 O -3.8384 -4.0386 1.0143
12 H -4.6747 -3.7020 0.6926
13 H -3.2476 -3.2864 0.9796
14 O -2.6896 -3.9665 -4.2589
15 H -3.6315 -4.1369 -4.2669
16 H -2.5297 -3.5418 -3.4161
17 O 4.1798 -2.0296 -2.3230
18 H 3.3031 -1.7559 -2.0530
19 H 4.4303 -1.3998 -2.9988
20 O 0.8121 -0.7529 -5.4140
21 H 0.2740 -0.3018 -4.7635
22 H 0.5250 -1.6651 -5.3720
23 O 2.6690 2.7676 4.3496
24 H 2.9154 2.5275 5.2428
25 H 2.3147 1.9618 3.9736
26 O 0.3276 -2.6827 5.1035
27 H 0.2648 -2.2570 4.2484
28 H 0.6807 -2.0073 5.6825

Cartesian forces, eV/Å:
Cl -0.05 -0.01 0.05
O -0.19 0.25 0.09
H -0.08 -0.17 0.09
H 0.33 -0.10 -0.21
O -0.06 0.23 -0.24
H 0.08 0.07 0.19
H -0.02 -0.37 0.07
O 0.21 0.19 -0.19
H 0.05 -0.20 0.12
H -0.28 -0.02 0.07
O -0.10 -0.31 0.03
H -0.18 0.08 -0.06
H 0.33 0.28 0.01
O 0.12 -0.07 -0.24
H -0.21 -0.05 -0.02
H 0.12 0.13 0.28
O 0.25 -0.23 0.02
H -0.32 0.09 0.17
H 0.02 0.16 -0.16
O 0.19 0.09 -0.24
H -0.11 0.15 0.25
H -0.07 -0.24 0.03
O 0.11 0.25 0.02
H 0.06 -0.03 0.20
H -0.20 -0.22 -0.28
O -0.01 -0.26 0.23
H -0.07 0.13 -0.41
H 0.06 0.15 0.11

=====

Formula: Cl2FPt
Source: the Open Molecules 2025 dataset
Level of theory: ωB97M-V with the def2-TZVPD basis set

The calculation puts the LUMO energy (spin up / spin down) at -2.47 / -5.34 eV. Its HOMO energy (spin up / spin down) is -0.435 / -0.427 hartree. As for the spin multiplicity: 4. The calculation puts the frontier orbital gap (spin up / spin down) at 9.3587 / 6.2799 eV.

Element x y z (Å)
1 Pt 0.1032 0.2530 0.3219
2 F 0.0698 2.3708 -0.4351
3 Cl 2.0175 -1.7510 0.0061
4 Cl -2.1905 -0.8729 0.1071

Cartesian forces, eV/Å:
Pt -1.34 0.23 -1.83
F 0.23 -3.13 1.20
Cl -1.49 1.68 0.29
Cl 2.60 1.21 0.34

=====

no.,total energy (hartree),M (g/mol)
1,-287.44942,87.12
2,-412.62876,103.06
3,-3498.96348,826.94
4,-713.61548,125.06
5,-1148.20427,197.59
6,-1139.36915,284.98